Record 1
# C25H40F3N4O10SSi2Tl

C25H40F3N4O10SSi2Tl as an isolated structure (the ωB97M-V functional and the def2-TZVPD basis, OMol25).

XYZ file:
```
86
C25H40F3N4O10SSi2Tl, DFT the ωB97M-V functional and the def2-TZVPD basis
Tl 0.188 -0.137 -0.223
O 3.814 -0.567 2.225
C 3.303 -1.140 1.138
O 2.248 -1.734 1.141
C 4.259 -1.099 -0.039
O 3.595 -0.874 -1.260
C 3.691 0.493 -1.695
C 2.989 1.519 -0.791
O 3.070 2.684 -1.167
O 2.394 1.043 0.230
H 3.154 -0.649 2.930
H 5.042 -0.362 0.134
H 4.725 -2.088 -0.089
H 4.744 0.769 -1.795
H 3.243 0.537 -2.687
C -3.882 -3.367 1.903
O -4.188 -2.591 0.740
C -3.161 -1.863 0.264
O -2.035 -1.898 0.728
N -3.588 -1.095 -0.765
N -2.697 -0.283 -1.472
H -4.796 -3.900 2.145
H -3.591 -2.719 2.728
H -3.075 -4.067 1.697
H -4.567 -1.115 -1.004
H -2.894 0.693 -1.265
H -2.866 -0.412 -2.473
C -5.197 2.398 1.711
Si -3.544 2.909 0.982
C -3.127 4.643 1.555
C -3.718 2.923 -0.889
C -2.275 1.679 1.564
Si -1.360 1.615 3.185
C -2.524 0.866 4.454
C -0.819 3.310 3.760
C 0.164 0.523 3.076
H -6.007 3.010 1.303
H -5.204 2.514 2.798
H -5.421 1.352 1.486
H -3.738 5.369 1.011
H -2.078 4.894 1.380
H -3.330 4.775 2.620
H -4.166 3.871 -1.201
H -4.386 2.132 -1.245
H -2.763 2.834 -1.411
H -2.265 0.729 1.020
H -3.484 1.388 4.471
H -2.095 0.916 5.459
H -2.720 -0.185 4.224
H -1.670 3.949 4.001
H -0.216 3.821 3.006
H -0.209 3.215 4.663
H -0.081 -0.480 2.713
H 0.590 0.412 4.079
H 0.938 0.954 2.432
F -1.834 5.861 -4.569
C -0.634 5.749 -3.974
F 0.298 5.837 -4.938
F -0.482 6.810 -3.168
C -0.517 4.448 -3.225
C -0.002 4.408 -1.944
C 0.093 3.175 -1.317
N -0.300 2.041 -1.892
C -0.781 2.094 -3.139
C -0.911 3.272 -3.848
H 0.330 5.305 -1.441
H 0.523 3.093 -0.324
H -1.113 1.159 -3.583
H -1.325 3.262 -4.847
N 1.258 -2.778 -1.639
C 0.516 -2.529 -2.700
C -0.773 -3.130 -2.862
C -1.612 -2.641 -3.809
C -1.214 -1.541 -4.614
C 0.107 -1.055 -4.561
C 0.966 -1.533 -3.623
S -2.469 -0.655 -5.525
O -1.759 0.434 -6.152
O -3.049 -1.650 -6.392
O -3.321 -0.255 -4.405
H 2.135 -2.264 -1.505
H 0.992 -3.469 -0.953
H -1.072 -3.921 -2.185
H -2.612 -3.035 -3.941
H 0.384 -0.263 -5.247
H 1.975 -1.152 -3.515
```

frontier orbital gap (spin up / spin down)	5.189 / 7.821	eV
HOMO (spin up / spin down)	-8.71 / -8.93	eV

These are the Mulliken partial charges, in e, on atoms 1 to 4: number 1, Tl, carries 1.38; number 2, O, carries -0.50; number 3, C, carries 0.73; number 4, O, carries -0.64

***

Record 2
# C7H2Br2F5LiOSe

C7H2Br2F5LiOSe as an isolated structure in a non-equilibrium geometry (the ωB97M-V functional and the def2-TZVPD basis, OMol25).

XYZ file:
```
19
C7H2Br2F5LiOSe, DFT the ωB97M-V functional and the def2-TZVPD basis
Li -1.940 0.533 -2.605
Br -3.705 0.729 -4.382
C -2.372 -1.083 -5.161
Br -0.894 -1.426 -3.816
H -1.922 -0.812 -6.113
H -2.993 -1.975 -5.219
F 2.624 0.114 4.876
C 1.973 0.124 3.688
C 2.620 0.504 2.520
F 3.932 0.832 2.582
C 1.933 0.536 1.317
F 2.664 0.898 0.241
C 0.576 0.203 1.173
Se -0.371 0.389 -0.482
C -0.026 -0.174 2.384
F -1.324 -0.550 2.411
C 0.631 -0.220 3.603
F -0.013 -0.606 4.730
O -1.396 1.982 -1.747
```

frontier orbital gap (spin up / spin down)	4.624 / 5.053	eV
charge	-2
HOMO (spin up / spin down)	0.28 / -0.05	eV

These are the Mulliken partial charges, in e, on atoms 1 to 4: number 1, Li, carries 0.79; number 2, Br, carries -0.68; number 3, C, carries -0.53; number 4, Br, carries -0.31

***

Record 3
# C36H47AsN2P2PdS3

C36H47AsN2P2PdS3 as an isolated structure (the ωB97M-V functional and the def2-TZVPD basis, OMol25).

XYZ file:
```
92
C36H47AsN2P2PdS3, DFT the ωB97M-V functional and the def2-TZVPD basis
Pd 0.399 -0.288 -1.377
S -1.614 -1.570 -0.949
P -0.454 -1.823 0.698
C 0.528 -0.455 0.674
P 2.179 -0.146 0.774
S 2.670 0.457 -1.099
C 3.218 -1.520 1.346
C 3.403 -1.742 2.708
C 4.107 -2.856 3.144
C 4.629 -3.748 2.220
C 4.440 -3.535 0.861
C 3.737 -2.424 0.422
C 2.531 1.174 1.971
C 1.533 1.665 2.800
C 1.817 2.675 3.712
C 3.099 3.197 3.790
C 4.101 2.713 2.955
C 3.819 1.704 2.051
C -1.458 -1.934 2.204
C -1.005 -1.343 3.378
C -1.761 -1.429 4.539
C -2.976 -2.099 4.523
C -3.435 -2.685 3.349
C -2.676 -2.604 2.191
C 0.372 -3.445 0.617
C 0.714 -3.991 -0.618
C 1.412 -5.186 -0.680
C 1.781 -5.841 0.487
C 1.454 -5.296 1.720
C 0.749 -4.103 1.786
H 3.003 -1.041 3.431
H 4.254 -3.022 4.203
H 5.183 -4.614 2.559
H 4.842 -4.237 0.142
H 3.587 -2.245 -0.636
H 0.530 1.263 2.703
H 1.035 3.058 4.355
H 3.320 3.985 4.497
H 5.100 3.127 3.011
H 4.596 1.327 1.395
H -0.061 -0.809 3.374
H -1.407 -0.968 5.452
H -3.571 -2.161 5.425
H -4.386 -3.201 3.337
H -3.034 -3.048 1.269
H 0.423 -3.474 -1.525
H 1.668 -5.609 -1.643
H 2.325 -6.775 0.436
H 1.746 -5.801 2.632
H 0.487 -3.687 2.751
C -2.034 -1.816 -4.508
N -1.978 -0.368 -4.354
C -3.177 0.235 -3.776
C -0.781 0.258 -4.251
S 0.654 -0.595 -3.863
N -0.758 1.581 -4.478
C -1.765 2.258 -5.281
C 0.416 2.374 -4.131
H -3.008 -2.065 -4.931
H -1.908 -2.330 -3.553
H -1.254 -2.147 -5.187
H -3.611 -0.471 -3.066
H -3.927 0.478 -4.533
H -2.910 1.132 -3.222
H -2.329 1.530 -5.858
H -1.256 2.930 -5.972
H -2.456 2.846 -4.672
H 0.791 2.083 -3.152
H 0.119 3.421 -4.102
H 1.213 2.238 -4.865
C -2.201 4.877 -2.154
C -2.756 3.790 -1.239
As -1.414 2.392 -0.802
C -0.138 3.559 0.144
C 1.056 3.999 -0.695
C -2.319 1.722 0.808
C -3.717 1.179 0.538
H -2.980 5.571 -2.478
H -1.744 4.450 -3.050
H -1.433 5.464 -1.648
H -3.608 3.296 -1.711
H -3.113 4.226 -0.302
H 0.212 2.983 1.001
H -0.696 4.415 0.535
H 1.639 3.134 -1.015
H 1.720 4.648 -0.119
H 0.752 4.549 -1.588
H -2.351 2.543 1.532
H -1.669 0.944 1.209
H -4.401 1.963 0.206
H -4.141 0.733 1.441
H -3.689 0.400 -0.225
```

frontier orbital gap	7.488	eV
HOMO	-7.12	eV

These are the Mulliken partial charges, in e, on atoms 1 to 4: number 1, Pd, carries 0.13; number 2, S, carries -0.89; number 3, P, carries 1.57; number 4, C, carries -1.31

***

Which formula does entry 1 have?
C25H40F3N4O10SSi2Tl

***

What did the first record say?
# C25H40F3N4O10SSi2Tl

C25H40F3N4O10SSi2Tl as an isolated structure (the ωB97M-V functional and the def2-TZVPD basis, OMol25).

XYZ file:
```
86
C25H40F3N4O10SSi2Tl, DFT the ωB97M-V functional and the def2-TZVPD basis
Tl 0.188 -0.137 -0.223
O 3.814 -0.567 2.225
C 3.303 -1.140 1.138
O 2.248 -1.734 1.141
C 4.259 -1.099 -0.039
O 3.595 -0.874 -1.260
C 3.691 0.493 -1.695
C 2.989 1.519 -0.791
O 3.070 2.684 -1.167
O 2.394 1.043 0.230
H 3.154 -0.649 2.930
H 5.042 -0.362 0.134
H 4.725 -2.088 -0.089
H 4.744 0.769 -1.795
H 3.243 0.537 -2.687
C -3.882 -3.367 1.903
O -4.188 -2.591 0.740
C -3.161 -1.863 0.264
O -2.035 -1.898 0.728
N -3.588 -1.095 -0.765
N -2.697 -0.283 -1.472
H -4.796 -3.900 2.145
H -3.591 -2.719 2.728
H -3.075 -4.067 1.697
H -4.567 -1.115 -1.004
H -2.894 0.693 -1.265
H -2.866 -0.412 -2.473
C -5.197 2.398 1.711
Si -3.544 2.909 0.982
C -3.127 4.643 1.555
C -3.718 2.923 -0.889
C -2.275 1.679 1.564
Si -1.360 1.615 3.185
C -2.524 0.866 4.454
C -0.819 3.310 3.760
C 0.164 0.523 3.076
H -6.007 3.010 1.303
H -5.204 2.514 2.798
H -5.421 1.352 1.486
H -3.738 5.369 1.011
H -2.078 4.894 1.380
H -3.330 4.775 2.620
H -4.166 3.871 -1.201
H -4.386 2.132 -1.245
H -2.763 2.834 -1.411
H -2.265 0.729 1.020
H -3.484 1.388 4.471
H -2.095 0.916 5.459
H -2.720 -0.185 4.224
H -1.670 3.949 4.001
H -0.216 3.821 3.006
H -0.209 3.215 4.663
H -0.081 -0.480 2.713
H 0.590 0.412 4.079
H 0.938 0.954 2.432
F -1.834 5.861 -4.569
C -0.634 5.749 -3.974
F 0.298 5.837 -4.938
F -0.482 6.810 -3.168
C -0.517 4.448 -3.225
C -0.002 4.408 -1.944
C 0.093 3.175 -1.317
N -0.300 2.041 -1.892
C -0.781 2.094 -3.139
C -0.911 3.272 -3.848
H 0.330 5.305 -1.441
H 0.523 3.093 -0.324
H -1.113 1.159 -3.583
H -1.325 3.262 -4.847
N 1.258 -2.778 -1.639
C 0.516 -2.529 -2.700
C -0.773 -3.130 -2.862
C -1.612 -2.641 -3.809
C -1.214 -1.541 -4.614
C 0.107 -1.055 -4.561
C 0.966 -1.533 -3.623
S -2.469 -0.655 -5.525
O -1.759 0.434 -6.152
O -3.049 -1.650 -6.392
O -3.321 -0.255 -4.405
H 2.135 -2.264 -1.505
H 0.992 -3.469 -0.953
H -1.072 -3.921 -2.185
H -2.612 -3.035 -3.941
H 0.384 -0.263 -5.247
H 1.975 -1.152 -3.515
```

frontier orbital gap (spin up / spin down)	5.189 / 7.821	eV
HOMO (spin up / spin down)	-8.71 / -8.93	eV

These are the Mulliken partial charges, in e, on atoms 1 to 4: number 1, Tl, carries 1.38; number 2, O, carries -0.50; number 3, C, carries 0.73; number 4, O, carries -0.64